(1)
The following is a DFT calculation (the ωB97M-V functional and the def2-TZVPD basis) of a cluster of 2 separate species, C4H9N2OS in total.

Positions of all 17 atoms, in Å:
S -0.3117 -0.3121 1.0831
O 2.0276 1.0867 0.7658
N 1.1589 -2.0768 -0.2285
N -1.2232 1.2564 -0.7549
C -2.0383 -0.4999 0.5694
C -0.1613 0.9844 0.0184
C -2.2218 0.4905 -0.5180
C 1.1527 1.6223 -0.1837
H 1.4715 1.3829 -1.2155
H 1.0633 2.7171 -0.1317
H -2.2548 -1.5267 0.2719
H 1.3692 -2.3003 -1.1917
H -2.6917 -0.2685 1.4162
H 2.0003 -1.7272 0.2179
H 2.8789 1.5378 0.7348
H 0.9064 -2.9400 0.2447
H -3.1260 0.5735 -1.0983

Output
- Orbital gap (alpha / beta): 7.98 / 7.98 eV
- Total charge: +1
- LUMO (alpha / beta): -5.5 / -5.5 eV
- 2S+1: 1
- Energy: -740.4644 Eh

Löwdin atomic charge list, values in e, 8 entries: atom 1 (S): 1.214, atom 2 (O): -0.076, atom 3 (N): -0.028, atom 4 (N): 0.104, atom 5 (C): -0.322, atom 6 (C): -0.486, atom 7 (C): -0.091, atom 8 (C): -0.231

---

(2)
The following is a DFT calculation (the ωB97M-V functional and the def2-TZVPD basis) of an isolated molecule of C4H9N2P.

Positions of all 16 atoms, in Å:
P -0.4779 -2.0163 -0.3579
N 3.7598 -0.3554 0.6198
N 2.6544 -0.0450 0.1833
C 0.4317 1.0840 -0.1464
C 1.4933 0.0670 0.1232
C -0.9181 0.6224 0.5186
C -1.5169 -0.6170 -0.0312
H -1.9095 -0.3148 -0.9262
H -0.6565 0.3571 1.6001
H 4.2429 -0.6255 -0.1232
H 0.7997 2.1377 0.1419
H 0.4240 -1.9353 0.6419
H 0.1376 1.0279 -1.2748
H -1.6093 1.3742 0.3883
H 0.2672 -1.2050 -1.4323
H -2.3173 -0.9040 0.6728

Output
- Orbital gap: 8.50 eV
- LUMO: 0.7 eV
- 2S+1: 1
- Energy: -608.4965 Eh

Löwdin atomic charge list, values in e, 8 entries: atom 1 (P): 0.824, atom 2 (N): 0.071, atom 3 (N): -0.119, atom 4 (C): -0.176, atom 5 (C): -0.143, atom 6 (C): -0.295, atom 7 (C): -0.580, atom 8 (H): 0.036

---

(3)
The following is a DFT calculation (the ωB97M-V functional and the def2-TZVPD basis) of an isolated molecule of C4H9N2P.

Positions of all 16 atoms, in Å:
P 0.0936 0.0032 -0.2070
N -2.4178 -0.0274 -0.5477
N -2.3722 -0.0525 0.7100
C 1.2137 1.5187 -0.1780
C -0.9658 0.0526 1.2310
C -1.3096 0.0198 -1.3021
C 1.1329 -1.5228 -0.1411
H -1.4212 -0.1773 -2.3868
H -1.0165 0.9374 1.8509
H 1.7097 -1.5945 -1.1667
H 0.6542 2.2074 0.3220
H 0.4054 -2.2920 -0.1546
H 2.0676 1.1935 0.3987
H 1.7822 -1.3512 0.6106
H -0.8418 -0.7466 2.0833
H 1.2855 1.8319 -1.1224

Output
- Orbital gap: 7.80 eV
- LUMO: 0.5 eV
- SMILES: CP1(C)=CN=NC1
- 2S+1: 1
- Energy: -608.5495 Eh

Löwdin atomic charge list, values in e, 8 entries: atom 1 (P): 0.886, atom 2 (N): -0.169, atom 3 (N): -0.128, atom 4 (C): -0.139, atom 5 (C): -0.337, atom 6 (C): -0.349, atom 7 (C): -0.184, atom 8 (H): 0.048

---

(4)
The following is a DFT calculation (the ωB97M-V functional and the def2-TZVPD basis) of an isolated molecule of C4H9N2P.

Positions of all 16 atoms, in Å:
P -0.5353 -0.0291 -0.6268
N -3.4827 -0.7846 -0.9782
N -2.3918 -1.0574 -0.2865
C 0.7164 1.0806 -0.9847
C 1.7173 -0.2779 0.7894
C 1.8171 1.0983 0.0340
C 0.3072 -0.5627 0.9646
H 1.6802 1.8599 0.8032
H -4.0477 -0.0606 -0.7346
H -0.1243 0.1686 1.7149
H -3.6051 -1.3306 -1.7928
H 2.8399 1.4216 -0.2720
H 2.2143 -0.1009 1.6762
H 0.7801 1.5466 -1.8734
H -0.0156 -1.7104 1.0356
H 2.1299 -1.2614 0.5311

Output
- Orbital gap: 8.33 eV
- LUMO: 0.4 eV
- SMILES: NN=P1=CCCC1
- 2S+1: 1
- Energy: -608.4821 Eh

Löwdin atomic charge list, values in e, 8 entries: atom 1 (P): 0.972, atom 2 (N): -0.100, atom 3 (N): -0.218, atom 4 (C): -0.348, atom 5 (C): -0.325, atom 6 (C): -0.262, atom 7 (C): -0.419, atom 8 (H): 0.098

---

(5)
The following is a DFT calculation (the ωB97M-V functional and the def2-TZVPD basis) of a structure of composition C4H9N2S.

Positions of all 16 atoms, in Å:
S -1.1427 0.8424 -1.3743
N 2.3074 -0.0895 0.5973
N 1.1854 -0.6344 -1.3822
C -0.4963 0.8048 0.1893
C 0.4825 -0.5218 -2.4543
C 1.4475 -0.0479 -0.3389
C -1.2137 0.0953 1.2785
H -0.7471 0.2560 2.3143
H 0.0625 1.6685 0.4407
H -0.0018 -1.3970 -2.7982
H 3.0384 -0.7128 0.4488
H -1.5162 -0.9139 1.0867
H -2.3516 0.5552 1.2621
H -1.9840 -0.1234 -1.3568
H 0.5923 0.1563 -3.2821
H 1.9255 0.0812 1.5562

Output
- Orbital gap: 10.07 eV
- Total charge: +1
- LUMO: -3.6 eV
- 2S+1: 1
- Energy: -665.1426 Eh

Löwdin atomic charge list, values in e, 8 entries: atom 1 (S): 1.031, atom 2 (N): 0.197, atom 3 (N): 0.027, atom 4 (C): -0.542, atom 5 (C): -0.109, atom 6 (C): -0.239, atom 7 (C): -0.143, atom 8 (H): 0.111

---

(6)
The following is a DFT calculation (the ωB97M-V functional and the def2-TZVPD basis) of an isolated molecule of C4H9N3.

Positions of all 16 atoms, in Å:
N -0.6546 -1.5864 0.0351
N 0.8878 1.4915 -1.1195
N -0.1946 -0.9615 2.2264
C -0.4502 -0.5356 0.9229
C -0.4110 0.7711 0.5756
C -0.5519 1.2910 -0.8187
C 1.5596 0.5767 -1.6603
H -1.0162 0.5624 -1.4966
H 0.3434 -1.8282 2.2541
H -0.2469 1.5087 1.3468
H -1.0358 2.2742 -0.8235
H 2.5487 0.8202 -2.0178
H -1.0990 -1.3113 -0.8272
H 0.2124 -0.2441 2.8138
H -1.0839 -2.3950 0.4585
H 1.1922 -0.4336 -1.8696

Output
- Orbital gap: 8.50 eV
- LUMO: 1.0 eV
- SMILES: C=NCC=C(N)N
- 2S+1: 1
- Energy: -322.0295 Eh

Löwdin atomic charge list, values in e, 8 entries: atom 1 (N): 0.102, atom 2 (N): -0.038, atom 3 (N): 0.078, atom 4 (C): -0.475, atom 5 (C): -0.114, atom 6 (C): -0.227, atom 7 (C): -0.082, atom 8 (H): 0.095

---

(7)
The following is a DFT calculation (the ωB97M-V functional and the def2-TZVPD basis) of a structure of composition C4H9N3.

Positions of all 16 atoms, in Å:
N -2.1529 0.9823 -0.3380
N -0.8571 -1.1604 0.1331
N 1.4369 -1.6120 -0.5323
C 0.6441 -1.1860 0.3790
C 1.5106 1.5945 -0.0140
C -1.0554 0.3378 -0.4892
C 0.4711 0.9683 0.5338
H -0.5733 0.3036 -1.4635
H 1.9667 1.2156 -0.9264
H 0.8904 -1.3107 1.4307
H 1.0465 -1.5676 -1.4720
H 0.0424 1.3452 1.4654
H -2.7553 0.6494 0.4126
H 1.9546 2.4906 0.4100
H -1.3782 -1.1930 1.0093
H -1.1910 -1.8576 -0.5384

Output
- Orbital gap: 7.99 eV
- LUMO: 0.3 eV
- 2S+1: 1
- Energy: -321.8768 Eh

Löwdin atomic charge list, values in e, 8 entries: atom 1 (N): 0.035, atom 2 (N): 0.077, atom 3 (N): 0.086, atom 4 (C): -0.333, atom 5 (C): -0.056, atom 6 (C): -0.392, atom 7 (C): -0.174, atom 8 (H): 0.113

---

(8)
The following is a DFT calculation (the ωB97M-V functional and the def2-TZVPD basis) of a cluster of 2 separate species, C4H9N3 in total.

Positions of all 16 atoms, in Å:
N -1.7264 -1.2911 -0.5937
N 0.6029 1.3044 -0.0103
N -2.0986 0.8757 1.1743
C 1.9785 -0.5130 -0.7659
C -1.0289 -1.1079 0.4369
C 1.0489 0.6288 -0.9840
C -1.0972 0.1143 1.3191
H -2.3817 -0.5229 -0.7556
H 2.1321 -0.6853 0.2955
H -2.1105 1.6980 1.7735
H 1.5580 -1.4083 -1.2286
H 0.8749 0.8866 -2.0370
H 2.9341 -0.3085 -1.2480
H 0.0419 2.1143 -0.2665
H -0.3173 -1.8786 0.7177
H -0.4107 0.0935 2.1726

Output
- Orbital gap: 10.30 eV
- LUMO: 0.5 eV
- SMILES: [H]/N=C\C=N\[H].[H]/N=C/C
- 2S+1: 1
- Energy: -322.0108 Eh

Löwdin atomic charge list, values in e, 8 entries: atom 1 (N): 0.104, atom 2 (N): 0.073, atom 3 (N): 0.083, atom 4 (C): -0.095, atom 5 (C): -0.271, atom 6 (C): -0.299, atom 7 (C): -0.287, atom 8 (H): 0.047

---

(9)
The following is a DFT calculation (the ωB97M-V functional and the def2-TZVPD basis) of a structure of composition C4H9N3.

Positions of all 16 atoms, in Å:
N 0.6808 -1.5192 1.0577
N 2.8273 0.7250 -0.1887
N -0.0038 1.9571 0.0523
C 1.7978 0.2990 -0.0350
C -0.3515 0.7912 0.7984
C -0.0727 -0.9388 -1.4193
C 0.5746 -0.2721 0.2392
H -0.7471 2.5702 -0.2907
H 0.4575 -1.8340 -1.6632
H 1.4320 -1.5248 1.7800
H -0.0962 0.7183 1.8668
H -1.4594 0.7526 0.6444
H -1.1046 -1.0700 -1.3353
H -0.2424 -1.6305 1.5638
H 0.0944 -0.2796 -2.2251
H 0.5757 2.5330 0.6656

Output
- Orbital gap: 10.11 eV
- LUMO: 0.8 eV
- 2S+1: 1
- Energy: -321.9945 Eh

Löwdin atomic charge list, values in e, 8 entries: atom 1 (N): 0.038, atom 2 (N): 0.195, atom 3 (N): -0.009, atom 4 (C): -0.284, atom 5 (C): -0.261, atom 6 (C): 0.058, atom 7 (C): -0.450, atom 8 (H): 0.089

---

(10)
The following is a DFT calculation (the ωB97M-V functional and the def2-TZVPD basis) of an isolated molecule of C4H9N3.

Positions of all 16 atoms, in Å:
N -1.8829 0.8371 -0.0100
N -0.9947 -1.0882 -0.1778
N -2.0557 -0.4326 -0.1310
C -0.5283 1.3338 0.0372
C 1.0151 -0.5777 -1.2417
C 0.1371 -0.1906 -0.0519
C 0.8127 -0.6296 1.3090
H -0.0217 1.8189 0.9455
H 0.7719 -1.5770 -1.6446
H 1.4943 -1.4326 0.8799
H -2.7989 1.3525 0.0054
H -0.2439 2.0269 -0.7857
H 0.0764 -1.0602 2.0343
H 0.6555 0.0792 -2.0461
H 1.4958 0.0457 1.7883
H 2.0674 -0.5054 -0.9107

Output
- Orbital gap: 9.78 eV
- LUMO: 0.9 eV
- SMILES: CC1(C)CNN=N1
- 2S+1: 1
- Energy: -321.9854 Eh

Löwdin atomic charge list, values in e, 8 entries: atom 1 (N): -0.079, atom 2 (N): 0.002, atom 3 (N): -0.043, atom 4 (C): -0.090, atom 5 (C): -0.061, atom 6 (C): -0.527, atom 7 (C): -0.048, atom 8 (H): 0.116

---

Going through the records in order, we get ΔE to the lowest compared entry with this formula, charge and spin values of 49.3 111.9 78.6 120.9 93.9 38.2 134.0 49.9 60.1 65.9 kcal per mole.